DFT (ωB97M-V/def2-TZVPD) results for 8 unconnected molecules or ions with the total composition C33H60F5O27P3 in a non-equilibrium geometry.

```
! RIJCOSX wB97M-V def2-TZVPD def2/J DEFGRID3
* xyz 0 1
C -11.73635 -20.01843 -16.88898
C 0.37433 -15.84112 -14.45997
C -4.29525 -18.62901 -6.47930
C -3.31549 -18.96585 -15.58152
C -7.31284 -17.16994 -11.02859
H -12.76004 -20.02626 -16.50714
H -8.70789 -18.60987 -17.21589
H -8.07669 -14.55484 -7.42708
H -2.67506 -21.90191 -15.27962
O 1.41548 -17.99179 -11.98765
O -6.13700 -20.07219 -9.59389
O 0.00451 -20.03627 -12.67269
P -10.59450 -18.14536 -15.34599
C -4.68988 -22.35450 -10.81082
H -11.24093 -19.69620 -10.92327
H -0.34989 -21.69938 -10.67981
H -3.16441 -18.88999 -9.41653
H 0.61808 -15.70572 -13.42448
O -10.83255 -19.65251 -15.83694
H -11.41749 -20.03561 -13.17376
C -8.30543 -17.94312 -16.44142
O -6.26863 -14.25474 -12.62388
C -5.31108 -22.82439 -9.51170
H -6.91093 -22.37719 -14.60703
P 0.19112 -18.45423 -12.61750
O -11.05319 -18.03371 -13.81198
O -6.88979 -17.98083 -9.93470
H -0.73313 -18.20804 -9.90378
O -3.21101 -18.89553 -14.30780
H -9.93699 -22.00461 -14.67981
C -10.80283 -19.16613 -12.87790
C -1.41150 -14.89293 -7.70861
C -3.12244 -15.03079 -11.37656
O -6.71221 -19.31149 -11.64477
H -3.80256 -20.42984 -12.93189
H -2.29378 -13.06621 -11.92508
O -4.61342 -22.21487 -8.43370
H -1.91196 -16.65516 -6.57931
O -9.56577 -22.55343 -12.70094
C -5.07210 -14.34194 -12.34749
H -6.76075 -19.10908 -15.72667
H -10.34341 -21.32218 -17.86341
C -7.79375 -22.05303 -14.12598
O -4.59826 -17.36618 -5.90697
H -4.07843 -18.57454 -7.55036
H -11.61450 -19.31232 -17.69264
H -6.17604 -18.08484 -17.09287
H -1.60500 -16.88807 -8.30984
H -1.55499 -16.67673 -14.21462
H -7.50155 -18.23771 -13.09705
H -3.48356 -18.38399 -11.06745
O -3.51634 -16.21671 -7.90072
O -0.07066 -18.14033 -14.10649
C -6.83089 -18.07894 -12.25705
O -5.81358 -15.90678 -7.49640
O -4.12484 -13.39431 -12.67858
H -3.04425 -14.74855 -10.35525
C -3.37512 -21.11678 -14.94807
H -1.87526 -14.18452 -7.04341
C -0.60875 -16.91658 -14.64927
H 1.59292 -20.24706 -11.28728
C -2.88256 -13.89680 -12.33837
H -5.74372 -19.53177 -5.23449
O -3.36918 -20.25217 -16.06385
H -10.37995 -18.22610 -11.13102
O -2.79890 -20.97225 -8.23021
C -6.09550 -14.75349 -8.21783
H -8.51373 -16.89951 -16.81526
C -9.23450 -22.64763 -14.14161
C 0.33858 -22.06416 -11.42835
H -4.94077 -20.64881 -6.26553
O -7.34284 -22.06992 -12.72020
C -3.09425 -20.26569 -13.73295
C -8.43580 -22.25989 -11.91758
H -11.37415 -22.15368 -16.59631
H -0.35201 -15.01813 -7.48735
C -11.19320 -18.78792 -11.52748
H -4.42249 -23.23034 -11.45571
O -11.24674 -17.12428 -16.19393
C 1.04790 -20.84474 -12.04396
C -11.32416 -21.43270 -17.40124
H -5.59356 -14.68926 -9.20470
C -6.85474 -18.14866 -16.22471
H -0.21180 -22.70210 -12.13869
H -6.55735 -17.43180 -15.47112
H -2.95377 -17.22570 -9.95966
H 1.32670 -16.19777 -14.93012
H -2.45605 -15.80452 -11.71292
P -4.46537 -15.96413 -6.66447
H -7.96514 -15.40981 -9.01236
H -6.37903 -22.61832 -9.42309
C -2.82159 -18.28630 -10.23912
H 0.10899 -14.90683 -14.94634
H -1.24613 -19.66320 -10.77914
F -5.58733 -17.70746 -12.81267
H -9.37495 -23.68752 -14.43226
H -6.18516 -19.55395 -6.95776
O -4.48531 -15.33317 -11.73543
H -5.78468 -13.85359 -7.63447
H -2.06026 -20.36242 -13.38409
F -2.29676 -14.26147 -13.55518
H -12.09468 -18.19048 -11.48406
C -5.38998 -19.64044 -6.23745
C -1.42769 -18.57243 -10.62968
H 0.98040 -22.80701 -10.92551
C -3.59837 -21.54160 -8.93938
C -7.56838 -14.57107 -8.40506
O -3.45039 -18.03489 -16.33074
C -2.05787 -16.23384 -7.56459
H -3.35374 -18.97561 -5.99660
O -4.09877 -14.85930 -5.76880
C -6.48682 -19.18149 -10.30614
H -7.76390 -13.61428 -8.90608
H -1.46503 -14.57306 -8.77546
F -5.13884 -24.18994 -9.48030
H -8.36743 -16.86234 -11.04534
F -7.89116 -20.68503 -14.51910
F -4.64077 -21.69818 -14.90008
O -9.03394 -18.03759 -15.22606
H -11.99534 -21.72306 -18.21939
O -1.14226 -17.92182 -11.90453
H 1.74910 -21.06531 -12.82862
H -9.73480 -19.47666 -12.89063
H -6.79108 -16.19911 -11.04400
H -5.29168 -21.66235 -11.38742
O -8.38987 -22.12293 -10.72611
O -3.52910 -21.67124 -10.29976
H -0.90553 -17.18162 -15.64843
*
```

Values from the calculation:
lowest unoccupied orbital energy: 0.12 eV
Kohn-Sham gap: 0.397 Ha
energy above the lowest of the compared OMol25 structures with the same formula, charge and spin: 181.1 kJ/mol
calculated total energy: -4848.6892 a.u.
SMILES string: O=C1OC[C@@H](F)O1.O=C1OC[C@@H](F)O1.O=C1OC[C@@H](F)O1.O=C1OC[C@@H](F)O1.O=C1OC[C@@H](F)O1.CCOP(=O)(OCC)OCC.CCOP(=O)(OCC)OCC.CCOP(=O)(OCC)OCC

Atom charges from the Löwdin analysis, given in e for atoms 1 to 99: -0.2371 -0.0728 -0.2750 -0.6063 -0.0097 0.1229 0.1200 0.0926 0.1755 -0.2078 0.1833 -0.2264 0.3887 -0.0551 0.0980 0.0533 0.0589 0.0683 -0.2114 0.1212 -0.2897 0.1323 -0.2773 0.1327 0.3408 -0.1604 0.0975 0.1111 0.0971 0.1108 -0.2625 -0.0628 -0.0127 0.1012 0.1265 0.1745 0.1469 0.1213 0.0261 -0.5194 0.0587 0.0745 -0.1535 -0.1549 0.0894 0.1073 0.1003 0.0938 0.0906 0.1411 0.0725 -0.2097 -0.1510 -0.2201 -0.1524 0.1393 0.1140 -0.2642 0.0716 -0.2590 0.1174 -0.2879 0.0713 0.1284 0.0532 0.1368 -0.3242 0.1405 0.0072 -0.0599 0.0821 0.0750 0.0384 -0.4900 0.0564 0.0890 -0.0706 0.1571 -0.2256 -0.2200 -0.0580 0.1147 -0.0670 0.0778 0.0772 0.0607 0.1061 0.1247 0.3858 0.0657 0.1466 -0.0551 0.0841 0.1106 0.0331 0.1358 0.0662 0.0672 0.1293